*1*
{"formula": "CH10N3O2", "method": "ωB97M-V/def2-TZVPD", "homo_ev": -14.86, "charge": 1, "homo_lumo_gap_ev": 12.0, "symbols": ["O", "O", "N", "N", "N", "C", "H", "H", "H", "H", "H", "H", "H", "H", "H", "H"], "coordinates": [[3.82, 0.04, -0.62], [1.52, 0.28, 0.89], [-0.66, 0.72, -0.50], [-2.85, -0.09, -0.66], [-1.49, -0.92, 0.98], [-1.61, -0.05, -0.09], [2.35, 0.18, 0.36], [0.30, 0.63, 0.01], [4.45, -0.68, -0.56], [-0.87, 1.33, -1.33], [-3.51, -0.74, -0.29], [-3.07, 0.48, -1.44], [-2.12, -0.71, 1.73], [4.22, 0.61, -1.30], [-1.57, -1.87, 0.73], [1.75, 0.53, 1.79]], "mulliken_charge": [-0.67, -0.69, -0.27, -0.36, -0.53, 0.59, 0.38, 0.39, 0.32, 0.24, 0.23, 0.18, 0.28, 0.32, 0.27, 0.32]}


*2*
{"formula": "CH10N3O2", "method": "ωB97M-V/def2-TZVPD", "homo_ev": -15.12, "charge": 1, "homo_lumo_gap_ev": 12.0, "symbols": ["O", "O", "N", "N", "N", "C", "H", "H", "H", "H", "H", "H", "H", "H", "H", "H"], "coordinates": [[-2.01, 0.85, -0.44], [-2.67, -1.32, 0.99], [0.53, 0.24, 0.86], [2.76, 0.25, 0.09], [1.03, 0.08, -1.44], [1.42, 0.21, -0.15], [3.51, 0.61, -0.58], [3.16, -0.03, 0.99], [-2.25, -2.04, 1.34], [-0.42, 0.38, 0.55], [0.06, 0.12, -1.68], [-2.17, -0.06, -0.23], [-2.24, 1.07, -1.34], [0.82, -0.11, 1.76], [1.70, -0.22, -2.18], [-3.54, -1.27, 1.25]], "mulliken_charge": [-0.70, -0.60, -0.27, -0.42, -0.32, 0.67, 0.25, 0.21, 0.28, 0.20, 0.19, 0.43, 0.32, 0.24, 0.24, 0.27]}


Most stable = *1*


*1*
{"formula": "C4H6N2OS", "method": "ωB97M-V/def2-TZVPD", "multiplicity": 3, "homo_ev": [-6.45, -9.76], "homo_lumo_gap_ev": [7.1, 6.9], "symbols": ["S", "O", "N", "N", "C", "C", "C", "C", "H", "H", "H", "H", "H", "H"], "coordinates": [[0.00, 2.34, -1.91], [1.72, -1.87, -0.24], [-0.02, -0.31, -0.25], [-1.21, -0.88, 0.05], [0.75, 1.31, -1.01], [1.27, -0.75, -0.37], [-1.80, -0.44, 1.27], [1.94, 0.64, -0.71], [2.31, 0.83, 0.31], [-1.45, 0.55, 1.59], [2.85, 0.56, -1.34], [-1.49, -1.10, 2.06], [-1.99, -0.83, -0.64], [-2.90, -0.06, 1.18]], "mulliken_charge": [-0.32, -0.60, 0.18, -0.38, -0.11, 0.38, -0.79, -0.08, 0.16, 0.31, 0.36, 0.30, 0.28, 0.32]}


*2*
{"formula": "C4H6N2OS", "method": "ωB97M-V/def2-TZVPD", "multiplicity": 3, "homo_ev": [-5.30, -8.89], "homo_lumo_gap_ev": [6.0, 7.5], "symbols": ["S", "O", "N", "N", "C", "C", "C", "C", "H", "H", "H", "H", "H", "H"], "coordinates": [[0.54, 0.76, 1.18], [1.59, -2.10, 1.17], [-0.26, -1.62, -1.21], [1.43, -0.14, -0.16], [1.41, -1.12, 0.54], [-1.30, -1.62, -0.75], [-2.51, -1.53, -0.04], [2.07, 0.28, -1.35], [2.67, 1.11, -1.13], [2.53, -0.56, -1.74], [-2.29, -1.60, 1.14], [-3.08, -2.38, -0.15], [1.39, 0.48, -2.13], [-3.04, -0.62, -0.32]], "mulliken_charge": [-0.33, -0.46, -0.41, 0.10, 0.54, 0.42, -0.89, -0.85, 0.30, 0.37, 0.25, 0.36, 0.34, 0.27]}


Most stable = *2*